Record 1
ORCA calculation (the ωB97M-V functional and the def2-TZVPD basis) on C33H44Cl2N7O8P2Tl as an isolated structure.

The geometry in XYZ format:
```
97
Properties=species:S:1:pos:R:3:forces:R:3
Tl 0.00547 -0.94941 -1.26134 0.1 0.1 -0.2
C -1.13021 5.07778 -0.22565 0.0 0.1 0.0
N -1.03907 3.70339 -0.63997 -0.4 -0.1 -0.1
C 0.03208 3.50020 -1.58594 0.1 0.0 0.0
P -1.09248 2.46428 0.65536 0.2 0.1 -0.2
O -1.42272 1.20370 -0.16990 0.0 0.0 0.0
O 0.13149 1.90210 4.19891 0.0 0.0 -0.1
P 0.77222 0.79389 3.48029 0.0 0.0 0.3
O -0.11749 -0.08777 2.44723 -0.1 -0.1 0.0
N 2.06561 1.10156 2.50872 0.0 0.1 -0.1
C 2.07278 1.03874 1.05003 0.0 0.0 0.0
C 2.97980 2.10473 3.03240 0.0 0.0 0.0
N 1.38057 -0.30073 4.59548 -0.1 -0.1 -0.1
C 2.01794 -1.50547 4.09365 0.0 0.0 0.0
C 0.59970 -0.53971 5.79987 0.1 0.0 0.1
N -2.59760 2.96593 1.38531 0.0 -0.1 0.1
C -3.78359 2.17181 1.17514 0.0 0.1 -0.1
C -2.49852 3.49872 2.72621 0.0 0.0 0.0
H -1.43044 5.71936 -1.06634 0.0 0.0 0.0
H -0.16979 5.47819 0.15482 0.0 0.0 0.0
H -1.88063 5.18232 0.55777 0.0 0.0 0.0
H -0.19907 3.97879 -2.54853 0.0 0.0 0.0
H 0.19224 2.43831 -1.77458 0.0 0.0 0.0
H 0.99132 3.93148 -1.23794 0.0 0.0 0.0
H 1.29464 0.37675 0.69278 0.0 0.0 0.0
H 3.04035 0.65824 0.71030 0.0 0.0 0.0
H 1.89706 2.01993 0.60600 0.0 0.0 0.0
H 3.02211 2.05373 4.12045 0.0 0.0 0.0
H 2.66906 3.11410 2.74074 0.0 0.0 0.0
H 3.98042 1.91436 2.63445 0.0 0.0 0.0
H 2.54948 -1.29092 3.16863 0.0 0.0 0.0
H 1.29262 -2.30627 3.89586 0.0 0.0 0.0
H 2.73838 -1.87752 4.82893 0.0 0.0 0.0
H 0.07090 0.36822 6.07595 0.0 0.0 0.0
H 1.27097 -0.83189 6.61500 0.0 0.0 0.0
H -0.13577 -1.33997 5.65652 0.0 0.0 0.0
H -3.68685 1.61476 0.24488 0.0 0.0 0.0
H -4.68448 2.80107 1.11721 0.0 0.0 0.0
H -3.93876 1.44659 1.99057 0.0 0.0 0.0
H -1.50364 3.91578 2.89013 0.0 0.0 0.0
H -2.64759 2.72780 3.49676 0.0 0.0 0.0
H -3.24107 4.29469 2.88758 0.0 0.0 0.0
Cl -2.56348 -6.15876 -1.45992 0.0 0.0 0.0
C -0.92280 -5.88907 -0.91635 0.0 0.0 0.0
C -0.06738 -6.98262 -0.84386 0.0 0.0 0.0
C 1.23120 -6.83340 -0.43852 0.0 0.0 0.0
Cl 2.27841 -8.24227 -0.37556 0.0 0.0 0.0
C 1.72548 -5.55917 -0.07313 0.0 -0.1 0.0
C 3.05623 -5.31674 0.33409 0.0 0.0 0.0
C 3.44115 -4.05327 0.68020 0.0 0.0 0.0
C 2.48559 -3.02392 0.63768 0.0 0.0 0.0
N 1.24697 -3.21340 0.26227 -0.1 0.0 0.0
C 0.84621 -4.44656 -0.12076 0.0 0.0 0.0
C -0.54540 -4.56117 -0.59855 0.0 0.0 0.0
O -1.29728 -3.56705 -0.70075 0.0 0.0 0.1
H -0.43946 -7.96250 -1.11412 0.0 0.0 0.0
H 3.75835 -6.13985 0.35653 0.0 0.0 0.0
H 4.45932 -3.83643 0.97684 0.0 0.0 0.0
H 2.75781 -2.01073 0.91975 0.0 0.0 0.0
O 2.42845 -1.74033 -2.47517 0.0 -0.2 0.1
N 3.13542 -0.93872 -3.11119 0.0 0.0 0.0
N 2.84043 0.31068 -2.90879 0.1 0.1 0.0
O 1.90085 0.72314 -2.10314 -0.1 0.0 0.0
C 3.60329 1.26802 -3.61753 0.0 0.1 0.0
C 3.28956 2.61006 -3.42800 0.0 0.0 0.0
C 4.00659 3.58406 -4.10816 0.0 0.0 0.0
C 5.03297 3.23739 -4.97362 0.0 0.0 0.0
C 5.34092 1.89204 -5.15229 0.0 0.0 0.0
C 4.63753 0.90593 -4.48411 0.0 0.0 0.0
H 2.48458 2.85318 -2.75002 0.0 0.0 0.0
H 3.75294 4.62642 -3.95541 0.0 0.0 0.0
H 5.58560 4.00156 -5.50653 0.0 0.0 0.0
H 6.14219 1.60507 -5.82354 0.0 0.0 0.0
H 4.87283 -0.13801 -4.62024 0.0 0.0 0.0
C -1.94357 -1.33798 1.60450 -0.1 0.1 0.0
C -1.37115 -0.57401 2.74556 0.1 0.1 -0.1
O -1.89554 -0.36168 3.80447 0.1 -0.1 0.1
H -2.77708 -1.94299 1.95269 0.0 0.0 0.0
H -1.20091 -1.95430 1.09849 0.0 -0.1 0.1
H -2.30077 -0.59343 0.88298 0.1 0.0 0.0
C -2.87232 1.86361 -3.09607 0.0 0.1 0.0
C -2.77950 0.37400 -2.99054 0.0 -0.3 0.1
O -1.86435 -0.24179 -3.50603 -0.1 0.2 -0.1
C -3.78758 -0.37806 -2.16822 0.0 0.1 0.0
C -4.98411 0.18792 -1.73459 0.0 0.0 0.0
C -5.85178 -0.53935 -0.93248 0.0 0.0 0.0
C -5.52102 -1.83127 -0.54442 0.0 0.0 0.0
C -4.33164 -2.40368 -0.97523 0.0 0.0 0.0
C -3.47712 -1.68291 -1.79275 0.0 0.0 0.0
H -2.26043 2.19815 -3.93154 0.0 0.0 0.0
H -2.46413 2.27452 -2.16338 0.0 0.0 0.0
H -3.89541 2.22215 -3.20437 0.0 0.0 0.0
H -5.23748 1.20431 -2.00326 0.0 0.0 0.0
H -6.77611 -0.08768 -0.59273 0.0 0.0 0.0
H -6.18684 -2.38804 0.10486 0.0 0.0 0.0
H -4.04057 -3.40244 -0.67490 0.0 0.0 0.0
H -2.55308 -2.14029 -2.11482 0.0 0.0 0.0
```
Positions in Å, forces in eV/Å.

Computed properties:
DFT total energy ... -4044.8316 Eh
Net charge ... -2
Energy above the lowest of the compared OMol25 structures with the same formula, charge and spin ... 61.3 kJ/mol
HOMO ... -1.631 eV
Gap between HOMO and LUMO ... 5.7 eV

Results of the Mulliken charge analysis, in e, for atoms 1 through 6: 1.456 -1.128 0.469 -1.287 -0.457 -0.976

---

Record 2
ORCA calculation (the ωB97M-V functional and the def2-TZVPD basis) on C28H18F5N4O4PdS3Se as an isolated structure at a distorted geometry.

The geometry in XYZ format:
```
64
Properties=species:S:1:pos:R:3:forces:R:3
Pd -0.08155 -0.89066 0.38871 0.4 -0.7 0.9
Se 1.24390 -5.17865 2.05059 0.0 0.1 0.0
C 0.99199 -3.42217 1.78854 0.0 -0.1 0.1
N 0.82298 -2.28257 1.61800 0.0 0.3 -0.4
O 0.39524 -2.20039 -1.86780 0.0 0.0 0.0
S 1.50160 -3.14017 -2.22237 0.0 0.0 -0.1
C 2.82429 -2.89424 -1.04878 0.0 0.0 0.1
C 3.10610 -1.60974 -0.60345 0.1 0.0 -0.2
C 4.02700 -1.44408 0.41127 0.1 0.0 0.0
C 4.67149 -2.55338 0.95304 0.0 0.0 0.0
C 4.39177 -3.82788 0.49119 0.0 0.0 -0.1
C 3.44406 -4.00713 -0.51026 0.0 0.0 0.0
C 2.33086 -2.37846 -3.62784 0.0 0.0 0.0
C 1.95712 -1.10399 -4.01370 0.0 0.0 0.0
C 2.59683 -0.51009 -5.09358 0.0 0.0 0.0
C 3.58936 -1.19554 -5.77854 0.0 0.0 0.0
C 3.94749 -2.48056 -5.38774 0.0 0.0 0.0
C 3.31493 -3.07876 -4.31007 0.0 0.0 0.0
H 2.59661 -0.75642 -1.02863 -0.1 0.0 0.1
H 4.22261 -0.45118 0.79409 0.0 0.0 0.0
H 5.37915 -2.42035 1.76204 0.0 0.0 0.0
H 4.86393 -4.69022 0.94225 0.0 0.0 0.0
H 3.15254 -5.00129 -0.82422 0.0 0.0 0.0
H 1.17533 -0.60053 -3.45835 0.0 0.0 0.0
H 2.31845 0.49086 -5.39768 0.0 0.0 0.0
H 4.08529 -0.73018 -6.62087 0.0 0.0 0.0
H 4.72014 -3.01640 -5.92440 0.0 0.0 0.0
H 3.58930 -4.07903 -3.99382 0.0 0.0 0.0
F -0.56682 5.37923 2.21302 0.0 0.0 0.0
C -0.10688 4.21956 1.70893 0.0 0.0 0.0
C 0.04726 3.11186 2.52308 0.0 0.0 0.0
F -0.25182 3.20755 3.82940 0.0 0.0 0.0
C 0.52034 1.92351 2.00498 0.1 0.0 -0.1
F 0.64196 0.87225 2.82399 0.0 0.0 0.0
C 0.87345 1.77132 0.64873 -0.1 0.1 0.0
O 1.33495 0.65664 0.14750 0.0 -0.2 0.0
C 0.70535 2.92451 -0.13890 0.0 -0.1 0.0
F 1.00613 2.86614 -1.44958 0.0 0.0 0.0
C 0.22945 4.11676 0.37141 0.0 0.0 0.0
F 0.08392 5.18325 -0.43066 0.0 0.0 0.0
N -4.66692 4.25255 4.04971 0.0 0.0 0.0
C -4.46752 2.97464 3.51986 0.0 0.0 0.0
C -5.38796 2.41744 2.63502 0.0 0.0 0.0
C -5.18904 1.14220 2.12734 0.0 0.0 0.0
C -4.07593 0.41481 2.50949 -0.1 -0.1 0.1
C -3.15874 0.95391 3.40660 0.0 0.0 0.0
C -3.35462 2.22257 3.90988 0.0 0.0 0.0
S -3.72901 -1.16627 1.79558 0.1 0.3 0.0
O -4.80824 -1.46610 0.88191 0.0 0.0 0.0
O -3.39997 -2.08386 2.84094 0.0 0.0 0.0
N -2.37319 -0.81861 0.98130 -0.2 -0.6 -0.3
C -2.46825 -0.21571 -0.20355 0.0 0.1 0.0
S -3.78384 0.27014 -1.21652 0.0 0.1 -0.1
C -2.63643 0.91018 -2.36586 -0.1 0.0 0.0
C -1.36914 0.69362 -1.96555 -0.1 -0.1 0.0
N -1.29400 0.06774 -0.75125 -0.3 0.7 -0.4
H -5.22287 4.85852 3.46690 0.0 0.0 0.0
H -3.81709 4.70777 4.34612 0.0 0.0 0.0
H -6.25763 2.99039 2.33381 0.0 0.0 0.0
H -5.88978 0.70852 1.42622 0.0 0.0 0.0
H -2.28344 0.38146 3.68987 0.0 0.0 0.0
H -2.63271 2.64841 4.59615 0.0 0.0 0.0
H -2.96625 1.38883 -3.27172 0.0 0.0 0.0
H -0.46354 0.96750 -2.48175 0.0 0.0 0.0
```
Positions in Å, forces in eV/Å.

Computed properties:
DFT total energy ... -5821.0153 Eh
Net charge ... -1
Energy above the lowest of the compared OMol25 structures with the same formula, charge and spin ... 67.6 kJ/mol
HOMO ... -4.898 eV
Gap between HOMO and LUMO ... 6.7 eV

Results of the Mulliken charge analysis, in e, for atoms 1 through 6: 0.459 -0.307 0.272 -0.573 -0.282 -0.129

---

Record 3
ORCA calculation (the ωB97M-V functional and the def2-TZVPD basis) on one molecule with the formula C9H10O4P2 at a distorted geometry.

The geometry in XYZ format:
```
25
Properties=species:S:1:pos:R:3:forces:R:3
C 3.53886 -0.34269 -2.46839 -4.2 1.6 1.7
C 3.71354 0.97048 -2.02969 -0.1 0.0 0.5
C 2.27575 -0.95721 -2.30722 -0.2 3.0 1.3
C 2.67628 1.60098 -1.32131 1.5 0.1 -1.6
C 1.14514 -0.25176 -1.70851 2.1 1.0 -1.6
C 1.41225 1.09930 -1.32480 0.0 -0.8 1.2
C -3.21718 -0.21183 1.99972 2.1 -1.9 -1.8
C -2.03602 0.43360 2.64793 1.4 1.5 3.1
C -2.66208 -1.49945 1.27754 -1.7 -1.5 1.7
O -0.03301 -0.71853 -1.62603 -1.8 0.3 0.9
O 0.36861 1.92971 -0.85998 -1.1 -0.7 -0.3
O -0.75323 -0.13502 2.31995 -0.5 -0.3 -0.4
O -1.66069 -1.34599 0.29732 -2.0 -0.3 -0.5
P -1.08800 1.34146 -0.41698 2.2 -1.0 -0.9
P -0.38170 -0.48772 0.76138 1.5 0.4 0.3
H 4.27811 -0.90375 -2.84454 2.8 -1.8 -1.5
H 4.63880 1.53795 -2.18357 -0.3 -0.5 0.2
H 2.11270 -1.96994 -2.44179 -0.2 -1.8 -0.7
H 2.92805 2.54995 -0.91811 -0.3 0.8 0.3
H -3.98250 -0.66565 2.61683 -0.3 0.8 0.4
H -3.53094 0.43721 1.21874 -1.2 0.5 -0.6
H -1.82694 1.53325 2.49612 -1.1 -0.9 -0.2
H -2.10972 0.32946 3.77041 0.1 0.1 -1.0
H -2.19269 -2.17798 2.00499 -0.3 0.4 0.4
H -3.61339 -2.09582 1.04000 1.6 0.8 -1.1
```
Positions in Å, forces in eV/Å.

Computed properties:
DFT total energy ... -1332.5232 Eh
Energy above the lowest of the compared OMol25 structures with the same formula, charge and spin ... 56.3 kJ/mol
HOMO ... -7.597 eV
Gap between HOMO and LUMO ... 5.7 eV

Results of the Mulliken charge analysis, in e, for atoms 1 through 6: -0.568 -0.462 -0.882 -0.639 0.868 0.611

---

Record 4
ORCA calculation (the ωB97M-V functional and the def2-TZVPD basis) on a 2-piece molecular cluster, C4H13N3 overall at a distorted geometry.

The geometry in XYZ format:
```
20
Properties=species:S:1:pos:R:3:forces:R:3
N 3.64859 -0.56971 -0.89916 0.3 -0.4 0.4
C -3.15369 0.82451 -0.47920 0.2 -0.7 1.0
C -2.18190 -0.34750 -0.93936 -1.6 0.7 0.0
N -1.38500 -0.86329 0.12657 2.3 2.3 0.7
C -0.54887 0.05894 0.77721 -5.7 -1.3 0.1
C 0.99278 0.17342 0.39376 5.3 -2.0 -1.2
N 1.91914 0.44485 1.37183 -1.4 1.3 -0.5
H -2.64702 1.78537 -0.33439 0.0 -0.2 -0.3
H 4.49418 -1.02729 -0.56816 -0.1 -0.1 -0.1
H -3.53904 0.52457 0.50628 0.0 0.2 -0.2
H -4.03407 0.96085 -1.11240 0.4 -0.1 -0.3
H -1.68179 0.10291 -1.81558 0.5 -0.7 0.2
H -2.81127 -1.20670 -1.19576 0.1 0.4 -0.7
H 3.96140 0.11578 -1.57561 -0.2 0.3 0.2
H -0.53051 -0.32984 1.78030 0.6 0.4 0.5
H -0.90338 1.09617 0.64748 0.3 -0.2 0.4
H 1.06930 0.63109 -0.61806 -0.5 0.7 0.8
H 1.20935 -0.87758 0.19321 -0.5 -0.2 -0.2
H 3.23266 -0.15125 -0.05779 0.3 0.1 -0.6
H 2.10259 1.45774 1.45167 -0.2 -0.3 -0.1
```
Positions in Å, forces in eV/Å.

Computed properties:
DFT total energy ... -324.2532 Eh
Energy above the lowest of the compared OMol25 structures with the same formula, charge and spin ... 582.1 kJ/mol
HOMO ... -8.092 eV
Gap between HOMO and LUMO ... 5.8 eV

Results of the Mulliken charge analysis, in e, for atoms 1 through 6: -0.639 -1.145 -0.179 -0.376 -0.092 -0.530